Molecular formula: C6H12BrNO
Method: DFT, ωB97M-V/def2-TZVPD

Results
* frontier orbital gap: 0.309 Ha
* SMILES: C/C(Br)=C(/N)O.C=CC
* ΔE to the lowest compared entry with this formula, charge and spin: 2.3951 eV
* highest occupied orbital energy: -7.902 eV
* electronic energy: -79994.2730 eV

Geometry as ORCA input:
```
! wB97M-V def2-TZVPD RIJCOSX def2/J DEFGRID3
* xyz 0 1
Br -2.26 -1.01 0.18
O -0.83 2.69 -0.34
N -1.59 1.61 1.56
C 2.36 -2.55 -0.26
C -1.18 0.44 -2.00
C -1.46 0.57 -0.55
C -1.24 1.58 0.26
C 1.50 -0.50 0.73
C 1.81 -1.92 0.72
H -0.67 -0.56 -2.24
H -0.65 1.46 -2.27
H 2.64 -3.53 -0.09
H -1.89 0.74 1.96
H 2.74 -2.31 -1.27
H 0.45 -0.36 1.07
H -2.06 0.46 -2.57
H 1.46 -2.49 1.59
H -2.00 2.42 1.85
H 2.08 0.18 1.49
H 1.39 -0.16 -0.25
H -0.61 3.28 0.44
*
```

---

Molecular formula: C6H12BrNO2
Method: DFT, ωB97M-V/def2-TZVPD

Results
* frontier orbital gap: 0.379 Ha
* ΔE to the lowest compared entry with this formula, charge and spin: 0.0000 eV
* highest occupied orbital energy: -9.810 eV
* electronic energy: -82043.5286 eV

Geometry as ORCA input:
```
! wB97M-V def2-TZVPD RIJCOSX def2/J DEFGRID3
* xyz 0 1
Br 1.35 -1.64 0.45
O -1.31 -1.72 1.43
O 0.21 2.07 1.22
N 0.67 0.47 2.60
C 0.40 0.07 -0.02
C -2.00 -0.77 0.65
C 1.17 -0.01 -2.46
C 1.08 0.79 -1.16
C 0.50 0.93 1.33
C -1.12 -0.16 -0.43
H -0.34 -1.73 1.35
H -1.22 -0.81 -1.28
H -2.92 -1.27 0.29
H 1.95 0.36 -3.15
H 0.54 1.76 -1.28
H 0.23 0.06 -3.01
H -1.54 0.85 -0.73
H 1.38 -0.99 -2.24
H -2.26 0.18 1.19
H 0.85 -0.53 2.75
H 0.31 1.02 3.37
H 2.07 1.06 -0.87
*
```

---

Molecular formula: C6H12BrNO4
Method: DFT, ωB97M-V/def2-TZVPD

Results
* frontier orbital gap: 0.346 Ha
* ΔE to the lowest compared entry with this formula, charge and spin: 0.1162 eV
* highest occupied orbital energy: -9.681 eV
* electronic energy: -86134.0200 eV

Geometry as ORCA input:
```
! wB97M-V def2-TZVPD RIJCOSX def2/J DEFGRID3
* xyz 0 1
Br 1.27 1.04 -2.26
O -0.07 -1.67 -2.77
O -0.37 1.67 0.54
O 1.48 -2.34 -0.21
O 2.97 -0.96 -0.89
N 1.81 -1.25 -0.68
C 0.77 -0.31 -1.00
C 0.44 -0.46 1.80
C -0.50 -1.03 -1.58
C 0.69 0.64 0.83
C -1.61 0.00 -2.02
C 2.11 1.21 1.04
H 0.58 -0.04 2.82
H -1.62 0.37 -3.06
H -0.01 2.56 0.59
H -1.64 0.79 -1.22
H 2.57 1.91 0.22
H -2.46 -0.66 -2.04
H 1.14 -1.31 1.71
H 0.59 -2.35 -2.53
H -0.78 -1.67 -0.79
H -0.58 -0.78 1.73
H 2.16 1.78 1.94
H 2.76 0.31 1.00
*
```

---

Molecular formula: C6H12Cl2OSi2
Method: DFT, ωB97M-V/def2-TZVPD

Results
* frontier orbital gap (alpha / beta): 0.295 / 0.287 Ha
* ΔE to the lowest compared entry with this formula, charge and spin: 4.8856 eV
* highest occupied orbital energy (alpha / beta): -8.851 / -7.684 eV
* electronic energy: -49264.4371 eV

Geometry as ORCA input:
```
! wB97M-V def2-TZVPD RIJCOSX def2/J DEFGRID3
* xyz 0 1
Cl -3.19 1.80 -0.20
Cl 1.76 -0.60 -0.34
Si -1.79 0.56 0.35
Si 1.02 1.31 -0.59
O -0.34 1.38 0.19
C 2.20 2.57 0.15
C 0.65 1.68 -2.40
C -0.49 -0.86 4.00
C -1.07 -3.54 -1.06
C -1.63 -1.00 -0.57
C -1.39 -2.13 -0.98
H -1.52 -1.14 4.05
H 1.56 1.58 -2.91
H -1.06 -3.69 0.10
H 0.09 -1.51 3.37
H 0.00 1.00 -2.76
H 3.11 2.27 -0.27
H 0.13 -0.18 4.53
H -1.89 -4.19 -1.26
H 1.92 3.49 -0.28
H 0.07 2.53 -2.60
H -0.26 -3.86 -1.71
H 2.12 2.54 1.20
*
```

---

Molecular formula: C6H12Cl6
Method: DFT, ωB97M-V/def2-TZVPD

Results
* frontier orbital gap: 0.406 Ha
* SMILES: ClCCCl.ClCCCl.ClCCCl
* ΔE to the lowest compared entry with this formula, charge and spin: 1.0433 eV
* highest occupied orbital energy: -10.591 eV
* electronic energy: -81550.9663 eV

Geometry as ORCA input:
```
! wB97M-V def2-TZVPD RIJCOSX def2/J DEFGRID3
* xyz 0 1
Cl -5.09 -0.18 0.76
Cl 4.27 -1.05 -4.29
Cl 1.72 -0.20 -0.53
Cl -1.31 0.70 1.05
Cl -6.22 -1.85 3.21
Cl 4.11 1.92 -5.89
C 1.31 -0.34 1.26
C -4.63 -1.18 3.29
C -4.47 0.00 2.47
C 4.57 1.70 -4.23
C 3.77 0.51 -3.55
C -0.18 -0.66 1.34
H 1.39 0.65 1.71
H -5.06 0.84 2.84
H 2.73 0.71 -3.79
H 3.81 0.43 -2.47
H 1.99 -1.02 1.78
H 4.25 2.64 -3.80
H -4.46 -1.02 4.35
H -0.35 -1.08 2.34
H -3.93 -1.97 3.03
H -0.39 -1.55 0.75
H 5.65 1.58 -4.18
H -3.47 0.42 2.56
*
```

---

Molecular formula: C6H12ClIO16S3Ti
Method: DFT, ωB97M-V/def2-TZVPD

Results
* frontier orbital gap (alpha / beta): 0.137 / 0.253 Ha
* ΔE to the lowest compared entry with this formula, charge and spin: 0.4914 eV
* highest occupied orbital energy (alpha / beta): -1.658 / -4.820 eV
* electronic energy: -115411.4424 eV

Geometry as ORCA input:
```
! wB97M-V def2-TZVPD RIJCOSX def2/J DEFGRID3
* xyz -1 4
I 7.25 2.70 8.43
Ti 5.83 0.24 8.20
Cl 4.07 0.56 5.23
S 8.34 -1.45 7.20
S 6.01 -2.44 10.81
S 2.38 1.49 9.03
O 5.51 -3.89 10.27
O 1.86 -0.05 9.18
O 3.77 -0.25 4.08
O 5.07 -1.56 9.78
O 7.08 -1.66 7.85
O 3.19 1.68 5.26
O 8.18 -0.37 6.01
O 7.41 -2.21 10.58
O 9.41 -0.55 8.05
O 1.52 2.14 8.08
O 3.79 1.46 8.87
O 9.06 -2.60 6.75
O 5.53 -2.33 12.15
O 3.90 -0.21 6.45
O 2.03 1.92 10.53
O 5.44 0.99 5.20
C 4.05 -2.40 9.20
C 10.07 0.35 7.18
C 1.04 -0.25 10.33
C 0.94 1.11 11.02
C 9.43 0.26 5.80
C 4.70 -3.76 9.09
H 9.21 1.23 5.36
H 11.12 0.04 7.14
H 0.87 1.05 12.10
H 3.80 -2.04 8.21
H 0.07 -0.70 10.16
H 5.44 -3.78 8.28
H 0.06 1.68 10.69
H 10.05 -0.28 5.07
H 1.73 -0.84 10.95
H 4.01 -4.59 8.96
H 10.07 1.36 7.60
H 3.21 -2.52 9.88
*
```

---

Molecular formula: C6H12ClN
Method: DFT, ωB97M-V/def2-TZVPD

Results
* frontier orbital gap: 0.367 Ha
* SMILES: CC(C)=C[C@@H](N)CCl
* ΔE to the lowest compared entry with this formula, charge and spin: 1.0730 eV
* highest occupied orbital energy: -9.098 eV
* electronic energy: -20428.4990 eV

Geometry as ORCA input:
```
! wB97M-V def2-TZVPD RIJCOSX def2/J DEFGRID3
* xyz 0 1
Cl 3.16 -1.11 -0.03
N 1.61 1.39 1.17
C -1.99 0.63 -0.62
C 1.15 0.71 -0.08
C -1.89 -1.63 0.42
C 0.21 -0.44 0.17
C 2.39 0.29 -0.85
C -1.08 -0.41 0.02
H -1.49 1.42 -1.19
H -1.75 -2.46 -0.25
H 0.63 1.40 -0.79
H 0.70 -1.31 0.63
H 2.15 -0.05 -1.88
H -2.75 0.21 -1.32
H -1.52 -2.03 1.38
H 0.87 1.76 1.72
H 3.11 1.12 -0.90
H -2.99 -1.45 0.55
H -2.48 1.31 0.11
H 1.96 0.65 1.76
*
```

---

Molecular formula: C6H12FN
Method: DFT, ωB97M-V/def2-TZVPD

Results
* frontier orbital gap: 0.368 Ha
* SMILES: C[C@@]1(N)C[C@@H]1CCF
* ΔE to the lowest compared entry with this formula, charge and spin: 0.6985 eV
* highest occupied orbital energy: -8.998 eV
* electronic energy: -10623.4640 eV

Geometry as ORCA input:
```
! wB97M-V def2-TZVPD RIJCOSX def2/J DEFGRID3
* xyz 0 1
F 0.53 -3.40 1.01
N -0.61 1.03 1.42
C 0.83 -2.15 0.49
C -0.38 -1.58 -0.20
C -0.08 -0.21 -0.80
C -0.18 1.05 0.04
C 0.85 2.13 -0.20
C -1.19 0.78 -1.02
H 1.16 2.12 -1.26
H 1.78 1.96 0.40
H 1.13 -1.53 1.30
H 0.72 -0.21 -1.54
H -0.73 -2.28 -0.98
H -1.22 -1.51 0.52
H 0.10 0.66 2.00
H -1.45 0.47 1.55
H 0.41 3.11 0.08
H 1.68 -2.28 -0.20
H -1.16 1.37 -1.92
H -2.18 0.47 -0.69
*
```